# 1
DFT (ωB97M-V/def2-TZVPD) results for a structure of composition C25H70MgN9NaO16 at a distorted geometry.

For the largest force on an atom, the calculation gives 7.3 eV Å⁻¹.

XYZ file:
```
122
Properties=species:S:1:pos:R:3:mulliken_charge:R:1
Na 3.4540 2.5019 4.2338 0.952
Mg -2.0789 -1.6969 2.6373 1.536
N -4.4311 2.2141 3.2772 0.976
O -5.4512 2.4862 3.8840 -0.618
O -3.9372 1.1154 3.3672 -0.610
O -4.0423 2.9705 2.4920 -0.612
N 1.1481 -1.8205 6.3538 0.960
O 0.2222 -1.7411 5.5344 -0.664
O 2.2306 -1.3419 6.0632 -0.654
O 0.9249 -2.3889 7.4027 -0.613
N 0.9785 0.9028 0.0592 0.979
O 2.1064 1.0272 0.5031 -0.663
O 0.1934 0.2829 0.8081 -0.658
O 0.6328 1.1611 -1.0441 -0.625
C 2.6126 -2.7457 -6.2915 -1.380
C 2.6428 -1.5225 -5.3408 0.212
C 3.5166 -0.3469 -5.8711 -0.682
O 2.6902 0.4200 -6.7243 -0.329
C 3.1252 1.8155 -6.8377 -0.802
N 1.2213 -1.0805 -5.1138 -0.753
H 1.9312 -3.5421 -5.9922 0.383
H 3.5988 -3.1939 -6.1706 0.330
H 2.3824 -2.3634 -7.2860 0.308
H 3.0094 -1.8459 -4.3665 0.424
H 4.4761 -0.6819 -6.2652 0.394
H 3.6344 0.2267 -4.9517 0.397
H 2.8160 2.3319 -5.9290 0.319
H 2.5981 2.3342 -7.6385 0.273
H 4.1766 2.0474 -7.0079 0.310
H 0.9373 -0.8704 -6.0600 0.337
H 1.3529 -0.1694 -4.6981 0.261
C -2.2855 6.8381 -2.4664 -1.509
C -2.7988 5.8956 -3.5408 0.588
C -1.9043 5.9197 -4.8050 -0.727
O -1.9272 7.1796 -5.4277 -0.303
C -0.8205 7.6768 -6.0932 -0.736
N -2.9682 4.5762 -2.9090 -0.722
H -1.3479 6.5400 -1.9972 0.360
H -2.9956 6.8903 -1.6412 0.381
H -2.0608 7.8506 -2.8018 0.355
H -3.7635 6.3416 -3.7829 0.209
H -2.3336 5.1921 -5.4939 0.322
H -0.9411 5.4781 -4.5497 0.368
H 0.0580 7.6959 -5.4482 0.320
H -1.0511 8.6878 -6.4292 0.244
H -0.5466 7.1540 -7.0095 0.299
H -2.0555 4.2113 -2.6768 0.260
H -3.1906 4.7251 -1.9351 0.293
C -3.9561 -6.4780 3.4817 -1.616
C -2.8447 -5.4384 3.3249 0.443
C -2.1461 -5.6432 2.0287 -0.959
O -1.2711 -4.5626 1.8270 -0.245
C 0.0045 -4.8600 1.2030 -0.828
N -3.3792 -4.1140 3.5722 -0.383
H -4.5171 -6.3233 4.4034 0.424
H -3.4733 -7.4488 3.5935 0.433
H -4.5645 -6.4808 2.5774 0.394
H -2.2048 -5.6317 4.1859 0.341
H -2.8311 -5.9586 1.2418 0.353
H -1.5927 -6.5636 2.2149 0.411
H -0.2377 -5.4980 0.3531 0.322
H 0.6402 -5.4398 1.8722 0.323
H 0.6981 -4.0640 0.9320 0.314
H -4.3095 -4.1799 3.1845 0.160
H -3.6090 -4.1657 4.5543 0.313
C -6.4363 -1.3141 -1.6882 -1.418
C -6.0945 -1.9841 -0.4012 0.334
C -6.9588 -3.2001 -0.2675 -0.644
O -7.1671 -3.4320 1.0673 -0.307
C -8.2280 -4.3770 1.5040 -0.791
N -4.6119 -2.1632 -0.2801 -0.517
H -7.4304 -1.4040 -2.1262 0.388
H -5.7169 -1.5537 -2.4713 0.357
H -6.3795 -0.2415 -1.5028 0.364
H -6.3327 -1.3372 0.4431 0.201
H -6.5613 -4.1366 -0.6588 0.299
H -7.9439 -2.9955 -0.6868 0.373
H -8.1233 -5.2793 0.9014 0.318
H -9.0998 -3.7478 1.3250 0.312
H -8.2833 -4.5767 2.5741 0.254
H -4.1674 -1.4412 -0.8288 0.292
H -4.5106 -2.9668 -0.8835 0.260
C -1.2068 6.0853 5.2725 -1.553
C -0.0959 5.1537 5.6096 0.434
C -0.4638 4.2668 6.8271 -0.801
O 0.6544 3.3935 7.0917 -0.278
C 0.4507 2.7454 8.3648 -0.787
N 0.1638 4.3817 4.4666 -0.541
H -2.1880 5.6877 5.0129 0.374
H -0.9951 6.7378 4.4254 0.417
H -1.3829 6.7504 6.1179 0.390
H 0.7950 5.7318 5.8550 0.173
H -1.3697 3.6659 6.7476 0.457
H -0.7046 4.9874 7.6086 0.363
H 0.4631 3.4251 9.2168 0.288
H 1.0598 1.8447 8.4412 0.302
H -0.5715 2.3733 8.2952 0.313
H 0.1663 4.9299 3.6182 0.250
H -0.6584 3.8205 4.2962 0.239
C 7.1249 -2.6251 -0.0422 -1.424
C 7.7930 -4.0046 -0.4409 0.627
C 7.0180 -4.7709 -1.5444 -0.846
O 7.6328 -6.0246 -1.7873 -0.319
C 7.0142 -6.8056 -2.7879 -0.743
N 9.1521 -3.8293 -0.9015 -0.672
H 7.2859 -1.8865 -0.8276 0.370
H 7.6256 -2.2139 0.8343 0.351
H 6.0890 -2.6769 0.2929 0.372
H 7.5234 -4.6233 0.4150 0.105
H 6.8635 -4.2952 -2.5129 0.425
H 5.9938 -4.9320 -1.2080 0.375
H 7.0922 -6.3157 -3.7585 0.307
H 5.9738 -7.0156 -2.5396 0.289
H 7.5530 -7.7502 -2.8630 0.251
H 9.4136 -4.7626 -1.1854 0.278
H 9.7183 -3.4657 -0.1483 0.254
C 4.4395 6.3016 -0.1108 -0.502
O 5.0486 5.0669 0.2678 -0.515
H 3.4771 6.5103 0.3565 0.234
H 5.0370 7.1925 0.0827 0.235
H 4.2362 6.2455 -1.1802 0.224
H 4.6781 4.3614 -0.2676 0.322
```

=====

# 2
DFT (ωB97M-V/def2-TZVPD) results for an isolated molecule of C3H4N2O2S at a distorted geometry.

For the largest force on an atom, the calculation gives 8.7 eV Å⁻¹. The value obtained for the energy above the lowest of the compared OMol25 structures with the same formula, charge and spin is 4.075 eV. As for the SMILES: O=C1NCC(=S)NO1.

XYZ file:
```
12
Properties=species:S:1:pos:R:3:mulliken_charge:R:1
C -1.0787 -0.0229 0.7448 0.030
C -0.2755 -1.0848 -0.0539 -0.360
C 1.3990 0.5152 -0.5757 0.517
H 0.0867 -1.7991 0.7112 0.257
H -1.1405 -1.4406 -0.6061 0.303
H 0.7787 -1.0042 -1.7914 0.342
H -0.8879 2.1574 0.8405 0.316
N 0.8051 -0.6983 -0.7061 -0.158
N -0.3605 1.0918 0.8361 -0.144
O 2.4669 0.9656 -1.0320 -0.585
O 0.9216 1.4213 0.3844 -0.226
S -2.7149 -0.1014 1.2480 -0.291
```

=====

# 3
DFT (ωB97M-V/def2-TZVPD) results for a structure of composition C22H21N2O5S2 at a distorted geometry.

Its total charge is -1. For the largest force on an atom, the calculation gives 9.3 eV Å⁻¹.

XYZ file:
```
52
Properties=species:S:1:pos:R:3:mulliken_charge:R:1
C -3.1177 0.9609 -1.0503 -2.092
C -2.2675 0.0858 -0.1017 2.560
C -2.8047 -1.2820 -0.1706 -0.002
N -3.3665 -2.2962 -0.2569 -0.829
C -2.4723 0.6071 1.3032 0.207
C -2.7365 1.9763 1.5387 -0.566
C -3.1937 2.4124 2.7794 -0.922
C -3.2998 1.5076 3.8450 0.457
C -3.8282 1.9526 5.1070 0.047
N -4.2619 2.3212 6.1230 -0.626
C -2.8776 0.1847 3.6699 -0.995
C -2.4751 -0.2605 2.4064 -0.239
H -2.6164 1.9303 -1.1948 0.355
H -3.1781 0.4937 -2.0383 0.475
H -4.1180 1.0708 -0.5909 0.464
H -2.7170 2.6976 0.7146 0.287
H -3.5039 3.4560 2.9089 0.394
H -2.9129 -0.5157 4.5114 0.392
H -2.2562 -1.3253 2.2751 0.286
C 5.1352 0.2473 2.9183 -0.809
O 3.8967 -0.4701 3.1470 -0.453
C 2.8249 -0.2333 2.3450 0.934
C 2.8055 0.7679 1.3365 -0.526
C 1.7822 0.7667 0.4153 -0.231
C 0.7350 -0.1830 0.4553 0.086
C -0.1902 -0.2675 -0.6450 -0.275
C 0.2186 -0.6604 -1.8580 0.180
S -0.7085 -1.1228 -3.3135 1.300
O -0.5336 -2.5599 -3.4092 -0.650
O -2.0340 -0.5530 -3.3609 -0.741
C 0.2274 -0.2615 -4.6054 -0.976
C 1.5349 -0.9226 -4.9735 -0.430
C 2.1767 -1.6688 -3.8256 -1.104
S 1.9823 -0.8360 -2.2254 1.554
O 2.4658 0.5273 -2.4083 -0.689
O 2.5434 -1.7325 -1.2343 -0.753
C 0.6699 -1.0385 1.5774 -0.039
C 1.6961 -1.0868 2.4926 -0.993
H 5.8100 -0.1569 3.6732 0.246
H 5.5407 0.0540 1.9139 0.332
H 5.0078 1.3285 3.0721 0.300
H 3.6381 1.4723 1.2093 0.297
H 1.8085 1.4933 -0.3945 0.428
H -1.1774 0.3516 -0.5323 -0.891
H -0.4813 -0.2669 -5.4405 0.535
H 0.3791 0.7716 -4.2670 0.374
H 1.3739 -1.6191 -5.8012 0.313
H 2.2317 -0.1627 -5.3400 0.296
H 1.8108 -2.6941 -3.7225 0.398
H 3.2695 -1.6717 -3.9102 0.543
H -0.1443 -1.7648 1.6334 0.417
H 1.7085 -1.8251 3.2990 0.375
```

=====

# 4
DFT (ωB97M-V/def2-TZVPD) results for an isolated molecule of C4H5NO2 at a distorted geometry.

For the largest force on an atom, the calculation gives 4.7 eV Å⁻¹. The value obtained for the energy above the lowest of the compared OMol25 structures with the same formula, charge and spin is 4.105 eV. As for the SMILES: C=C/C(C=O)=N/O.

XYZ file:
```
12
Properties=species:S:1:pos:R:3:mulliken_charge:R:1
C 0.2345 0.1208 -0.0848 0.520
C -1.1860 0.4258 -0.0597 -0.325
C -2.1216 -0.4968 0.0015 -0.637
C 1.1767 1.2472 -0.1026 0.012
H 2.4243 -2.0142 0.3223 0.344
H -1.3529 1.4625 0.0996 0.363
H -1.9383 -1.6103 -0.1135 0.268
H -3.1374 -0.1195 0.1798 0.260
H 2.1598 0.7298 -0.1216 0.497
N 0.7303 -1.1224 -0.1600 -0.372
O 2.1796 -1.0204 0.0342 -0.426
O 0.8308 2.3975 0.0049 -0.504
```

=====

# 5
DFT (ωB97M-V/def2-TZVPD) results for a cluster of 10 separate species, C38H96N4O10 in total at a distorted geometry.

For the largest force on an atom, the calculation gives 3.1 eV Å⁻¹. As for the SMILES: CC1(C)CCCC(C)(C)N1O.CC1(C)CCCC(C)(C)N1O.COC[C@H](C)N.COC[C@H](C)N.CCO.CCO.CCO.CCO.CCO.CCO.

XYZ file:
```
148
Properties=species:S:1:pos:R:3:mulliken_charge:R:1
C -8.0744 -22.8729 16.2019 -1.460
C -7.2267 -22.2183 17.2623 0.490
C -7.4432 -20.6814 17.3023 -0.793
O -7.0663 -19.9492 16.1130 -0.193
C -7.5912 -18.5985 16.1612 0.492
N -7.6186 -22.8639 18.4804 -0.723
H -7.8604 -23.9065 16.1419 0.445
H -8.0303 -22.4747 15.1733 0.184
H -9.1229 -22.7118 16.5432 0.362
H -6.1323 -22.4256 17.0399 0.357
H -6.8810 -20.2211 18.1621 0.154
H -8.4890 -20.5549 17.4773 0.381
H -8.6753 -18.6031 16.4832 0.208
H -7.3632 -18.2676 15.1318 0.209
H -7.0813 -18.0451 16.9419 -0.318
H -7.0778 -23.6612 18.4738 0.283
H -7.2696 -22.3762 19.2893 0.233
C -9.4141 -10.7162 17.5234 -1.172
C -9.7061 -11.7887 18.6030 0.966
C -8.4229 -11.8464 19.4556 -0.531
O -7.4421 -12.4357 18.6288 0.006
C -6.3073 -12.5324 19.4629 -0.222
N -10.8811 -11.6605 19.4896 -0.601
H -8.6042 -11.1600 16.9419 0.043
H -9.0647 -9.7964 18.0211 0.273
H -10.2570 -10.5670 16.8945 0.415
H -9.7878 -12.7308 18.1095 -0.356
H -8.6182 -12.5250 20.3582 0.110
H -8.1515 -10.8588 19.8643 0.457
H -6.5767 -12.9695 20.4659 0.117
H -5.7840 -11.5855 19.6053 0.355
H -5.6927 -13.3168 19.0478 -0.321
H -11.7780 -11.6378 18.9542 0.279
H -10.6896 -10.8502 20.0703 0.286
C -4.1584 -15.4141 20.1828 -1.138
C -4.4293 -15.7882 18.7508 -0.015
O -5.5342 -16.7450 18.5801 -0.090
H -5.0736 -14.9760 20.6389 -0.004
H -3.3104 -14.7779 20.4086 0.430
H -3.9166 -16.3296 20.7096 0.381
H -3.5226 -16.1438 18.2362 0.422
H -4.6334 -14.8707 18.1835 0.200
H -5.8190 -16.8312 17.6719 -0.574
C -3.1660 -17.9076 15.7348 -0.521
C -3.1773 -18.7454 14.4700 -0.632
O -4.5201 -19.1393 13.9998 -0.520
H -3.6774 -16.9089 15.6405 0.008
H -2.1564 -17.7330 15.9655 0.531
H -3.6989 -18.3395 16.6054 0.130
H -2.6389 -19.6776 14.6238 0.448
H -2.6570 -18.2255 13.6549 0.296
H -4.8571 -19.8296 14.5990 0.238
C -11.5952 -16.1279 15.4578 -1.101
C -10.9912 -17.4519 15.6731 0.856
O -11.5132 -18.3419 14.6892 -0.664
H -11.6193 -15.5407 16.3683 0.145
H -12.5841 -16.2460 15.0719 0.500
H -10.9204 -15.4781 14.7994 0.140
H -11.1041 -17.9274 16.6455 0.262
H -9.9049 -17.3125 15.6001 -0.524
H -10.9134 -19.0900 14.4765 0.372
C -7.8485 -14.8684 16.4816 1.191
C -6.6860 -14.7089 15.5907 -0.101
O -5.7039 -15.6861 15.8542 0.068
H -7.5731 -14.9131 17.5265 -0.526
H -8.5201 -15.6684 16.2513 -0.963
H -8.5011 -14.0094 16.3404 0.465
H -6.2663 -13.6508 15.7632 -0.050
H -7.1387 -14.7529 14.5743 0.115
H -5.4205 -15.9629 14.9476 0.122
C -9.1269 -18.6615 11.6323 -1.286
C -8.3638 -19.5315 12.5807 0.634
O -9.1205 -19.5971 13.7912 -0.428
H -9.9867 -19.1048 11.1089 0.358
H -8.4143 -18.1070 10.9991 0.343
H -9.6368 -17.7895 12.1140 0.223
H -7.3951 -18.9863 12.7715 -0.378
H -8.1490 -20.5236 12.1544 0.304
H -8.7883 -20.1688 14.4489 0.145
C -5.3250 -14.7305 11.6057 -0.787
C -5.4117 -16.2277 11.7067 0.046
O -5.4401 -16.5298 13.0565 -0.356
H -5.5851 -14.4197 10.6082 0.455
H -4.3520 -14.3325 12.0049 0.291
H -5.9789 -14.2975 12.4148 -0.122
H -4.6466 -16.8219 11.2154 0.360
H -6.3912 -16.5603 11.3165 -0.043
H -5.3188 -17.4957 13.2257 -0.010
C -7.2096 -15.1762 23.1037 -1.797
C -7.8893 -16.3692 22.4231 1.780
C -9.0463 -16.9358 23.3467 -1.243
C -9.9571 -17.9687 22.6507 -0.694
C -10.5183 -17.2803 21.3867 -1.628
C -9.4594 -16.5728 20.4468 2.378
N -8.5345 -15.7568 21.1984 -0.441
O -7.5922 -15.1846 20.2896 1.477
C -8.8403 -17.6137 19.5272 -1.863
C -10.2158 -15.5789 19.5421 -1.949
C -6.8411 -17.4532 22.1663 -1.652
H -6.3058 -14.7681 22.6222 0.214
H -6.9733 -15.3949 24.2007 0.379
H -7.9079 -14.3466 23.0571 0.423
H -8.5566 -17.5320 24.1755 0.354
H -9.5379 -16.0340 23.6546 0.440
H -10.7946 -18.3686 23.3273 0.373
H -9.4450 -18.8736 22.4282 0.370
H -11.2576 -16.5471 21.7656 0.403
H -11.1474 -17.8998 20.8570 0.578
H -8.5404 -18.5176 20.0298 0.522
H -9.5936 -18.0601 18.8783 0.556
H -7.9984 -17.1848 18.9491 -0.160
H -10.4199 -14.6878 20.0798 0.716
H -9.6413 -15.3092 18.6249 -0.445
H -11.1041 -16.0344 19.1352 0.594
H -7.1925 -18.4603 22.0999 0.343
H -6.2389 -17.4383 23.0404 0.602
H -6.2318 -17.3146 21.2916 -0.022
H -6.9367 -15.9715 20.1575 -0.676
C -6.0435 -9.1066 14.2270 -1.964
C -7.2269 -9.4770 13.3923 1.733
C -7.6280 -10.9070 13.7610 -0.075
C -8.8787 -11.3758 13.0088 -0.612
C -9.9882 -10.3673 13.2792 -1.060
C -9.6311 -8.8698 12.9983 1.978
N -8.3322 -8.5635 13.5958 0.114
O -7.9845 -7.2441 13.1761 -0.527
C -9.7455 -8.7241 11.4976 -1.745
C -10.6239 -7.9538 13.5377 -2.004
C -6.6799 -9.4881 11.9451 -1.572
H -5.2150 -9.7512 13.9590 0.394
H -6.2812 -9.2121 15.3229 0.282
H -5.7891 -8.0734 14.1015 0.518
H -6.7236 -11.5335 13.4944 0.258
H -7.7291 -10.9117 14.8521 -0.608
H -9.1705 -12.3714 13.3410 0.391
H -8.7558 -11.2820 11.9234 0.266
H -10.4052 -10.4708 14.2911 0.175
H -10.9095 -10.6283 12.6876 0.387
H -9.5389 -7.7039 11.1385 0.311
H -9.1317 -9.4007 10.9472 0.387
H -10.7738 -8.9291 11.0844 0.408
H -11.6272 -8.3309 13.2571 0.403
H -10.6204 -7.8561 14.6113 0.422
H -10.5040 -6.8843 13.1774 0.360
H -6.4194 -8.4484 11.6722 0.372
H -7.4107 -9.7375 11.1953 0.319
H -5.7359 -10.0965 11.7886 0.334
H -8.1498 -6.7048 13.9703 0.362
```

=====

# 6
DFT (ωB97M-V/def2-TZVPD) results for a cluster of 6 separate species, C4H20N2O6 in total at a distorted geometry.

For the largest force on an atom, the calculation gives 7.9 eV Å⁻¹. The value obtained for the energy above the lowest of the compared OMol25 structures with the same formula, charge and spin is 4.407 eV. As for the SMILES: CNC(=O)[C@@H](C)N.O.O.O.O.O.

XYZ file:
```
32
Properties=species:S:1:pos:R:3:mulliken_charge:R:1
N 0.1605 -2.3449 0.9625 -0.574
C -0.8614 -1.2712 0.6309 1.310
C -2.1986 -1.7307 1.0277 -1.585
C -0.9340 -0.8006 -0.7530 -0.106
N -1.3320 0.5218 -1.0094 -0.001
C -1.8267 1.2996 0.1153 -0.946
O -0.7706 -1.5386 -1.7307 -0.701
H -0.2664 -3.3306 1.1791 0.264
H 0.8435 -2.3777 0.3609 0.190
H -0.5046 -0.3944 1.3041 -0.299
H -2.2564 -1.7320 2.1316 0.376
H -2.5207 -2.6696 0.6476 0.449
H -2.9826 -0.9974 0.7026 0.322
H -1.2709 1.0030 -1.8945 0.327
H -1.8646 2.3853 0.1086 0.324
H -2.7730 1.0248 0.4066 0.421
H -1.0460 1.1566 0.8762 0.271
H 0.4446 2.6306 -1.2690 0.263
H 1.3415 1.9113 -2.2937 0.347
O 0.5415 2.4126 -2.2827 -0.600
H 3.6045 -0.8321 0.1755 0.326
H 2.2870 -0.4677 0.0631 0.237
O 2.7771 -1.2924 0.0858 -0.567
H 1.3457 0.5427 2.2982 0.348
H 0.8680 2.0179 2.4004 0.308
O 1.3456 1.2773 2.8775 -0.627
H 0.5495 -0.5178 -2.4787 0.339
H 1.8887 -0.1290 -2.8528 0.274
O 1.4360 -0.3110 -2.0111 -0.531
H 1.5354 2.2521 0.0972 0.352
H 0.8697 1.0003 -0.1832 0.093
O 1.5695 1.3018 0.3073 -0.602
```

=====

Number 1: frontier orbital gap 3.62 eV, LUMO energy -3.876 eV, HOMO -7.5 eV. Number 2: frontier orbital gap 8.98 eV, LUMO energy 0.009 eV, HOMO -9.0 eV. Number 3: frontier orbital gap 5.03 eV, LUMO energy 2.316 eV, HOMO -2.7 eV. Number 4: frontier orbital gap 8.88 eV, LUMO energy -0.712 eV, HOMO -9.6 eV. Number 5: frontier orbital gap 8.88 eV, LUMO energy 0.516 eV, HOMO -8.4 eV. Number 6: frontier orbital gap 9.07 eV, LUMO energy -0.092 eV, HOMO -9.2 eV.